<1>
The following is a quantum chemistry calculation of the molecule C2H5NO3, from the Open Molecules 2025 dataset.

Computed properties:
Net charge ... 0
HOMO level ... -0.39570 hartree
Lowest unoccupied orbital energy ... 0.20 eV
SMILES ... O=[N+]([O-])CCO

Geometry (Å):
O (-1.595, -0.653, -0.722)
N (-1.051, 0.017, 0.083)
O (-1.133, 1.242, 0.294)
C (0.150, -0.599, 0.811)
C (1.403, -0.629, -0.099)
O (1.751, 0.693, -0.523)
H (-0.107, -1.892, 1.038)
H (0.415, -0.109, 1.741)
H (1.144, -1.116, -0.916)
H (2.172, -1.186, 0.513)
H (2.227, 1.297, 0.367)

Okay, here come the natural (NBO) numbers, in e, for every atom: -0.340, 0.529, -0.388, -0.298, -0.067, -0.699, 0.214, 0.222, 0.185, 0.174, 0.468

---

<2>
The following is a quantum chemistry calculation of a cluster of 2 separate species, C2H5NO3 in total, from the Open Molecules 2025 dataset.

Computed properties:
Net charge ... 0
HOMO level ... -0.38126 hartree
Lowest unoccupied orbital energy ... 0.77 eV
SMILES ... NC=O.O=CO

Geometry (Å):
N (-0.800, 1.367, 0.107)
C (-0.112, 0.898, -1.013)
O (-0.680, 0.287, -1.937)
H (-1.720, 0.932, 0.421)
H (-0.275, 1.993, 0.827)
H (0.911, 1.286, -1.090)
O (-0.104, -0.754, 1.682)
C (0.533, -1.546, 0.944)
O (0.745, -1.472, -0.431)
H (1.246, -2.245, 1.411)
H (0.257, -0.744, -0.922)

Okay, here come the natural (NBO) numbers, in e, for every atom: -0.801, 0.456, -0.599, 0.430, 0.412, 0.149, -0.609, 0.642, -0.700, 0.128, 0.491

---

Most stable structure: <2>

---

<1>
The following is a quantum chemistry calculation of a cluster of 2 separate species, C2H5NO3 in total, from the Open Molecules 2025 dataset.

Computed properties:
Net charge ... 0
HOMO level ... -0.37684 hartree
Lowest unoccupied orbital energy ... 0.50 eV
SMILES ... O=CNC=O.O

Geometry (Å):
O (1.829, 3.696, 0.920)
C (1.780, 2.619, 1.472)
N (0.791, 1.696, 1.390)
C (-0.518, 1.891, 0.909)
O (-0.878, 1.821, -0.227)
H (2.629, 2.513, 2.189)
H (0.918, 0.863, 1.977)
H (-1.330, 2.097, 1.639)
O (-1.554, -5.676, -3.041)
H (-1.295, -5.399, -3.933)
H (-2.373, -6.122, -3.294)

Okay, here come the natural (NBO) numbers, in e, for every atom: -0.575, 0.515, -0.706, 0.552, -0.456, 0.135, 0.414, 0.121, -0.924, 0.462, 0.462

---

<2>
The following is a quantum chemistry calculation of the molecule C2H5NO3, from the Open Molecules 2025 dataset.

Computed properties:
Net charge ... 0
HOMO level ... -0.40855 hartree
Lowest unoccupied orbital energy ... 0.12 eV
SMILES ... C[C@@H](O)[N+](=O)[O-]

Geometry (Å):
C (-0.504, 1.096, 0.123)
C (0.064, -0.172, -0.507)
O (1.295, -0.134, -1.111)
N (-0.048, -1.218, 0.520)
O (-1.186, -1.397, 0.915)
O (0.911, -1.942, 0.749)
H (0.288, 1.479, 0.726)
H (-1.266, 0.949, 0.882)
H (-0.922, 1.831, -0.605)
H (-0.622, -0.688, -1.225)
H (1.990, 0.196, -0.467)

Okay, here come the natural (NBO) numbers, in e, for every atom: -0.655, 0.182, -0.667, 0.500, -0.390, -0.364, 0.209, 0.253, 0.237, 0.213, 0.483

---

Most stable structure: <1>

---

<1>
The following is a quantum chemistry calculation of a cluster of 2 separate species, C4H5I in total, from the Open Molecules 2025 dataset.

Computed properties:
Net charge ... 0
HOMO level ... -0.35032 hartree
Lowest unoccupied orbital energy ... 0.44 eV
SMILES ... C#CI.C=C

Geometry (Å):
C (-2.119, -0.765, -1.493)
C (-1.131, -1.491, -1.473)
I (0.453, -2.622, -1.582)
H (-2.961, -0.184, -1.364)
C (0.915, 0.239, 1.091)
C (0.957, 1.539, 0.824)
H (0.132, -0.428, 0.760)
H (1.570, -0.359, 1.741)
H (0.295, 2.050, 0.178)
H (1.889, 2.022, 1.317)

Okay, here come the natural (NBO) numbers, in e, for every atom: -0.222, -0.338, 0.327, 0.234, -0.381, -0.400, 0.183, 0.192, 0.206, 0.197

---

<2>
The following is a quantum chemistry calculation of the molecule C4H5I, from the Open Molecules 2025 dataset.

Computed properties:
Net charge ... 0
HOMO level ... -0.32056 hartree
Lowest unoccupied orbital energy ... 0.66 eV
SMILES ... CC1=C[C@@H]1I

Geometry (Å):
C (0.658, -1.388, -0.482)
C (-0.018, -0.304, 0.300)
C (-0.693, 0.436, 1.186)
C (-0.045, 1.345, 0.278)
I (-1.415, 2.185, -1.289)
H (1.489, -1.014, -1.035)
H (-0.176, -1.765, -1.118)
H (0.964, -2.308, 0.055)
H (-1.544, 0.486, 1.881)
H (0.780, 2.327, 0.223)

Okay, here come the natural (NBO) numbers, in e, for every atom: -0.671, 0.112, -0.239, -0.338, -0.106, 0.243, 0.255, 0.246, 0.231, 0.268

---

Most stable structure: <1>

---

<1>
The following is a quantum chemistry calculation of a cluster of 2 separate species, C9H14 in total, from the Open Molecules 2025 dataset.

Computed properties:
Net charge ... +1
HOMO level (spin up / spin down) ... -0.51221 / -0.51221 hartree
Lowest unoccupied orbital energy (spin up / spin down) ... -4.43 / -8.43 eV
Spin multiplicity ... 2

Geometry (Å):
C (2.407, 0.020, 2.242)
C (2.269, -1.262, 1.468)
H (3.534, 0.146, 2.343)
H (2.129, 0.893, 1.622)
H (2.064, 0.062, 3.216)
H (1.183, -1.431, 1.301)
H (2.877, -2.059, 1.962)
H (2.575, -1.439, 0.330)
C (-1.598, -1.514, 0.171)
C (-0.220, -0.021, -1.191)
C (-1.464, -0.355, -0.748)
C (0.113, 1.163, -1.805)
C (-2.488, 0.599, -0.855)
C (-0.900, 2.016, -2.139)
C (-2.157, 1.718, -1.485)
H (0.711, -0.697, -0.899)
H (1.139, 1.282, -1.971)
H (-2.016, -1.165, 1.304)
H (-0.656, -1.997, 0.094)
H (-3.500, 0.608, -0.382)
H (-0.984, 2.990, -2.655)
H (-2.814, 2.692, -1.640)
H (-2.203, -2.247, -0.283)

Okay, here come the natural (NBO) numbers, in e, for every atom: -0.619, -0.614, 0.215, 0.194, 0.225, 0.173, 0.235, 0.197, -0.670, -0.110, 0.228, -0.223, -0.264, 0.026, -0.108, 0.263, 0.255, 0.295, 0.239, 0.273, 0.260, 0.253, 0.278

---

<2>
The following is a quantum chemistry calculation of a cluster of 2 separate species, C9H14 in total, from the Open Molecules 2025 dataset.

Computed properties:
Net charge ... +1
HOMO level (spin up / spin down) ... -0.51131 / -0.51131 hartree
Lowest unoccupied orbital energy (spin up / spin down) ... -4.26 / -8.49 eV
Spin multiplicity ... 2

Geometry (Å):
C (-0.262, 0.547, 2.843)
C (-0.348, -1.411, 1.137)
C (-0.942, -0.255, 1.647)
C (-1.012, -2.102, 0.054)
C (-2.285, 0.102, 1.107)
C (-2.222, -1.754, -0.437)
C (-2.850, -0.592, 0.080)
H (0.725, -1.817, 1.358)
H (-0.600, -3.001, -0.285)
H (-0.991, 0.099, 3.629)
H (-0.616, 1.609, 2.719)
H (-2.660, 1.131, 1.220)
H (-2.807, -2.351, -1.198)
H (-3.945, -0.331, -0.250)
H (0.851, 0.505, 3.143)
C (3.189, 0.845, -2.204)
C (1.751, 1.550, -2.083)
H (4.014, 1.582, -2.415)
H (3.445, 0.382, -1.227)
H (3.200, -0.043, -2.927)
H (0.917, 0.825, -1.946)
H (1.533, 2.279, -2.857)
H (1.916, 2.200, -1.108)

Okay, here come the natural (NBO) numbers, in e, for every atom: -0.672, -0.187, 0.253, -0.159, -0.173, 0.004, -0.210, 0.276, 0.243, 0.287, 0.260, 0.257, 0.261, 0.271, 0.289, -0.616, -0.613, 0.224, 0.194, 0.208, 0.188, 0.220, 0.196

---

<3>
The following is a quantum chemistry calculation of a cluster of 2 separate species, C9H14 in total, from the Open Molecules 2025 dataset.

Computed properties:
Net charge ... +1
HOMO level (spin up / spin down) ... -0.51445 / -0.51445 hartree
Lowest unoccupied orbital energy (spin up / spin down) ... -4.38 / -8.24 eV
Spin multiplicity ... 2

Geometry (Å):
C (1.304, -0.386, 1.696)
C (0.540, 1.947, 1.907)
C (0.261, 0.653, 1.389)
C (-0.339, 2.966, 1.713)
C (-0.957, 0.362, 0.718)
C (-1.523, 2.696, 1.002)
C (-1.753, 1.410, 0.404)
H (1.490, 2.111, 2.444)
H (-0.220, 3.993, 2.045)
H (0.959, -1.401, 1.830)
H (2.140, -0.381, 2.391)
H (-0.997, -0.621, 0.189)
H (-2.303, 3.417, 0.871)
H (-2.744, 1.353, -0.100)
H (1.845, -0.577, 0.747)
C (-0.322, -2.389, -2.849)
C (0.945, -1.929, -2.080)
H (-0.573, -1.836, -3.735)
H (-0.345, -3.483, -2.807)
H (-1.194, -2.233, -2.173)
H (1.644, -2.780, -2.057)
H (0.759, -1.848, -1.014)
H (1.382, -1.044, -2.532)

Okay, here come the natural (NBO) numbers, in e, for every atom: -0.726, -0.138, 0.244, -0.203, -0.205, 0.047, -0.156, 0.256, 0.260, 0.272, 0.279, 0.266, 0.239, 0.260, 0.300, -0.621, -0.620, 0.227, 0.226, 0.185, 0.221, 0.171, 0.215

---

Most stable structure: <3>